Record 1
{
  "formula": "C26H34AuCl3N3PSi2",
  "method": "wB97M-V/def2-TZVPD",
  "total_charge": 2,
  "e_above_lowest_kcal_mol": 17.1,
  "homo_lumo_gap_ev": 6.34,
  "homo_ev": -14.62,
  "e_lumo_ev": -8.28,
  "symbols": ["Au", "N", "P", "C", "C", "C", "C", "C", "C", "C", "C", "C", "C", "C", "C", "C", "C", "C", "C", "C", "N", "H", "H", "H", "H", "H", "H", "H", "H", "H", "H", "H", "H", "H", "H", "H", "C", "Si", "C", "C", "C", "Si", "C", "C", "C", "H", "H", "H", "H", "H", "H", "H", "H", "H", "H", "H", "H", "H", "H", "H", "H", "H", "H", "H", "Cl", "C", "Cl", "Cl", "C", "N"],
  "xyz": [[0.097108, 0.570804, -0.035169], [1.197276, -1.883307, -1.544094], [-0.360734, -1.380457, -1.192452], [-1.110636, -0.839530, -2.720448], [-1.531533, 0.468700, -2.941396], [-2.087675, 0.810600, -4.165632], [-2.226258, -0.152355, -5.153333], [-1.804605, -1.459354, -4.930805], [-1.244981, -1.811918, -3.716499], [-1.198219, -2.827355, -0.614469], [-0.524033, -3.842894, 0.072290], [-1.225778, -4.957661, 0.496352], [-2.595186, -5.045472, 0.271585], [-3.270121, -4.026571, -0.388618], [-2.578212, -2.912324, -0.829423], [2.255092, -0.978989, -1.740962], [3.523699, -1.418978, -2.102689], [4.517122, -0.475043, -2.250118], [4.232048, 0.874301, -2.036240], [2.955541, 1.217680, -1.666678], [1.975420, 0.306871, -1.516288], [1.382609, -2.863765, -1.694447], [-1.431776, 1.217692, -2.167299], [-2.417324, 1.824847, -4.344479], [-2.668775, 0.111919, -6.104725], [-1.918510, -2.206677, -5.704444], [-0.921614, -2.832045, -3.547191], [0.533604, -3.769554, 0.275793], [-0.706110, -5.758542, 1.005044], [-3.140345, -5.913549, 0.618643], [-4.334518, -4.103495, -0.563567], [-3.103149, -2.122393, -1.352551], [3.715206, -2.471583, -2.264804], [5.516318, -0.784772, -2.527042], [4.989551, 1.635193, -2.155102], [2.676341, 2.248366, -1.482788], [1.052304, -0.611651, 4.628395], [1.408078, -0.350699, 2.828230], [2.894360, 0.712911, 2.509993], [1.610939, -2.015059, 2.036079], [-0.156630, 0.468714, 2.061053], [-0.757795, 2.238971, 2.548385], [-2.397920, 2.489295, 1.714078], [-0.982026, 2.119721, 4.388552], [0.498461, 3.541702, 2.126204], [1.835912, -1.263754, 5.024624], [0.089601, -1.100194, 4.790781], [1.065800, 0.314696, 5.201830], [3.809901, 0.153547, 2.717595], [2.902556, 1.595896, 3.153716], [2.942296, 1.054343, 1.470756], [2.444568, -2.553310, 2.497246], [1.821034, -1.936433, 0.971316], [0.705776, -2.607685, 2.181381], [-1.000021, -0.207334, 2.248475], [-3.113149, 1.744957, 2.073563], [-2.331444, 2.400255, 0.628455], [-2.807545, 3.476898, 1.942008], [-1.554980, 1.244139, 4.696088], [-1.533117, 3.015918, 4.690530], [-0.028164, 2.115909, 4.916069], [0.822117, 3.518092, 1.087898], [1.387872, 3.440358, 2.752963], [0.076868, 4.532378, 2.317848], [-2.248948, 5.779348, -0.318504], [-1.513019, 5.012400, -1.717236], [-0.357443, 6.070495, -2.494633], [-2.744948, 4.456944, -2.850620], [-0.785523, 3.813163, -1.238953], [-0.222599, 2.886682, -0.870142]],
  "atomic_forces_ev_per_a": [[0.9, 0.4, -0.3], [0.2, 0.3, 0.0], [0.5, -0.2, 0.3], [-0.2, 0.2, 0.1], [0.0, -0.1, -0.1], [0.0, 0.0, 0.0], [0.0, 0.0, 0.0], [0.0, 0.0, 0.0], [0.0, 0.1, -0.1], [-0.1, 0.0, 0.2], [-0.1, -0.1, -0.1], [0.0, 0.0, 0.0], [0.0, 0.0, 0.0], [0.0, 0.0, 0.0], [0.0, 0.0, 0.0], [-0.2, -0.1, 0.2], [0.0, 0.0, -0.1], [0.0, 0.1, 0.0], [0.1, -0.1, 0.0], [-0.2, 0.0, -0.1], [-0.2, -0.1, -0.1], [0.0, 0.0, 0.0], [-0.1, 0.0, 0.0], [0.0, 0.0, 0.0], [0.0, 0.0, 0.0], [0.0, 0.0, 0.0], [0.0, 0.0, 0.0], [0.1, 0.0, 0.0], [0.0, 0.0, 0.0], [0.0, 0.0, 0.0], [0.0, 0.0, 0.0], [0.0, 0.0, 0.0], [0.0, 0.0, 0.0], [0.0, 0.0, 0.0], [0.0, 0.0, 0.0], [0.0, 0.0, 0.0], [0.0, 0.1, 0.2], [-0.1, 0.0, -0.3], [0.1, 0.2, 0.0], [0.1, -0.2, 0.0], [-0.6, -0.6, -0.2], [-0.1, -0.2, -0.3], [-0.2, 0.1, 0.0], [0.1, 0.0, 0.1], [0.2, 0.1, 0.1], [0.0, 0.0, 0.0], [0.0, 0.0, 0.0], [0.0, -0.1, 0.0], [0.0, 0.0, 0.0], [0.0, 0.0, -0.1], [0.0, 0.0, 0.0], [-0.1, 0.0, 0.0], [0.0, 0.0, -0.1], [0.0, 0.0, 0.0], [0.0, 0.1, 0.3], [0.0, 0.0, 0.0], [-0.1, 0.0, 0.0], [0.0, 0.0, 0.0], [0.0, 0.0, 0.0], [0.0, 0.0, 0.0], [-0.1, 0.1, 0.0], [0.1, 0.1, 0.1], [0.0, 0.0, 0.0], [0.0, 0.0, 0.0], [0.0, 0.1, 0.1], [0.1, -0.3, 0.1], [0.1, 0.1, -0.1], [-0.1, 0.0, -0.1], [0.0, 0.2, -0.1], [0.0, 0.0, 0.0]]
}

=====

Record 2
{
  "formula": "C26H34B2F4I2KN8O5",
  "method": "wB97M-V/def2-TZVPD",
  "total_charge": -1,
  "homo_lumo_gap_ev": [4.76, 5.86],
  "homo_ev": [-5.07, -5.07],
  "e_lumo_ev": [-0.31, 0.78],
  "symbols": ["K", "C", "C", "N", "O", "B", "F", "F", "O", "N", "C", "C", "C", "N", "O", "B", "F", "F", "O", "N", "C", "C", "C", "H", "H", "H", "H", "H", "H", "H", "H", "H", "H", "H", "H", "I", "C", "C", "C", "I", "C", "C", "C", "C", "N", "C", "C", "O", "H", "H", "H", "H", "N", "C", "C", "C", "N", "H", "H", "H", "H", "H", "H", "H", "H", "H", "H", "C", "C", "C", "C", "C", "C", "N", "H", "H", "H", "H", "H", "H", "H", "H"],
  "xyz": [[-17.806438, -6.848920, -2.246359], [-18.287275, -6.432906, -7.326250], [-18.254715, -6.369408, -5.826620], [-17.402580, -7.044054, -5.163432], [-16.602235, -7.850065, -5.942077], [-15.993337, -8.972193, -5.207923], [-15.201649, -8.426736, -4.142230], [-15.244776, -9.742510, -6.098339], [-16.990190, -9.917007, -4.668901], [-17.941622, -9.422623, -3.856992], [-18.946927, -10.179831, -3.738047], [-19.062844, -11.520237, -4.411781], [-20.055342, -9.615910, -2.977226], [-20.701961, -8.692444, -3.573157], [-21.681728, -8.073420, -2.845664], [-21.368277, -6.712305, -2.406976], [-22.470283, -6.099635, -1.862842], [-20.297706, -6.834463, -1.420555], [-20.881109, -5.773051, -3.455587], [-19.777423, -6.231138, -4.072474], [-19.341258, -5.676180, -5.139046], [-20.013836, -4.517440, -5.791907], [-20.278239, -10.080577, -1.572928], [-17.442458, -7.038820, -7.631282], [-18.259519, -5.448311, -7.781742], [-19.192846, -6.940790, -7.651608], [-18.136545, -12.071942, -4.289997], [-19.199623, -11.380889, -5.478131], [-19.946521, -12.066745, -4.048539], [-20.738972, -4.073212, -5.112369], [-20.514379, -4.866249, -6.696247], [-19.249582, -3.810675, -6.077225], [-20.061848, -11.157214, -1.484890], [-21.314137, -9.897278, -1.311058], [-19.572409, -9.569443, -0.920184], [-13.012037, -5.762630, 0.428797], [-12.910515, -5.930982, -1.610891], [-11.756274, -6.472407, -2.151516], [-11.589464, -6.582348, -3.539161], [-9.762245, -7.313253, -4.343471], [-12.689830, -6.225111, -4.419170], [-12.626703, -6.434787, -5.796866], [-13.678834, -6.118273, -6.568938], [-14.805416, -5.550475, -5.950773], [-14.890441, -5.263484, -4.660407], [-13.855858, -5.624263, -3.859835], [-13.974371, -5.385294, -2.412704], [-14.928647, -4.720552, -1.956695], [-10.954520, -6.768628, -1.492622], [-11.715667, -6.831493, -6.211859], [-13.720958, -6.345753, -7.624680], [-15.729939, -5.318687, -6.494137], [-17.525019, -2.937700, -3.980800], [-18.045751, -1.957774, -3.025976], [-17.979020, -2.551136, -1.616645], [-18.991467, -3.682926, -1.469243], [-18.600712, -4.556779, -0.374961], [-16.660273, -3.339194, -3.614004], [-17.305901, -2.550988, -4.895662], [-19.081197, -1.718413, -3.286690], [-17.501930, -1.031337, -3.052464], [-18.145758, -1.769645, -0.876718], [-16.979809, -2.938083, -1.457040], [-18.968846, -4.247002, -2.398543], [-20.022221, -3.276964, -1.400502], [-19.289343, -5.285367, -0.226599], [-18.512280, -4.070115, 0.522431], [-16.453779, -10.061426, -0.981130], [-16.874529, -9.283620, 0.206901], [-17.683498, -9.796298, 1.339521], [-17.746170, -8.736843, 2.192289], [-16.987426, -7.654844, 1.568895], [-16.664594, -6.304732, 2.092414], [-16.486250, -8.028749, 0.365276], [-15.728078, -10.814935, -0.694182], [-15.988888, -9.412461, -1.739280], [-17.291550, -10.576052, -1.422170], [-18.106812, -10.788941, 1.429564], [-18.201983, -8.689864, 3.170701], [-15.841704, -6.355017, 2.811717], [-17.495465, -5.826957, 2.593535], [-16.368892, -5.733913, 1.215476]],
  "atomic_forces_ev_per_a": [[0.3, -0.1, -0.3], [0.0, -0.2, 0.1], [0.5, -0.4, -0.7], [0.1, -0.2, 0.6], [0.1, 0.1, -0.2], [-0.1, 0.2, 0.7], [0.0, -0.3, -0.2], [0.1, 0.5, 0.1], [0.4, -0.7, -0.4], [0.2, 0.9, 0.3], [-0.1, -0.8, -0.8], [-0.4, 0.1, 0.3], [-0.8, 0.5, 0.6], [0.6, -0.2, -0.6], [-0.8, 0.2, 0.5], [0.8, 0.0, -0.3], [-0.2, -0.2, 0.2], [-0.1, 0.1, 0.1], [-0.4, 0.5, -0.5], [1.1, -0.8, 0.1], [-1.3, 0.4, 1.0], [-0.1, -0.3, -0.1], [0.0, -0.5, -0.3], [0.0, 0.1, -0.3], [0.0, 0.2, -0.1], [-0.2, 0.0, -0.1], [0.0, -0.3, 0.1], [0.0, 0.1, -0.3], [0.4, 0.1, 0.0], [0.1, 0.0, -0.1], [-0.2, 0.1, -0.1], [0.1, 0.5, -0.1], [-0.1, 0.2, -0.1], [0.0, 0.2, 0.4], [-0.2, 0.2, 0.3], [-0.2, 0.1, 0.3], [0.5, -0.1, 0.1], [0.3, 0.0, -0.8], [-0.7, 0.1, 0.1], [-0.7, 0.3, 0.6], [0.5, 0.1, 1.2], [0.8, 0.0, 0.3], [-1.4, 0.2, -0.5], [-0.7, 0.3, 0.5], [0.8, -0.3, 0.5], [0.1, -0.3, -1.7], [-1.4, 0.9, 0.0], [1.1, -0.9, -0.2], [0.0, -0.1, 0.0], [0.0, -0.2, -0.2], [0.1, 0.1, 0.0], [0.6, -0.1, -0.1], [0.3, -0.2, 0.1], [-0.1, -0.4, 0.0], [-0.6, 0.1, -0.5], [0.0, 0.4, 0.0], [0.0, -0.3, 0.8], [-0.2, 0.0, -0.2], [-0.1, 0.1, 0.3], [-0.1, -0.1, 0.0], [0.4, 0.7, 0.1], [-0.1, 0.1, 0.1], [0.3, -0.2, 0.1], [-0.1, -0.2, 0.0], [0.4, -0.1, 0.1], [-0.2, 0.0, -0.1], [0.0, 0.0, -0.6], [0.3, 0.5, -0.2], [-0.2, -1.1, -0.2], [0.6, 0.9, -0.5], [0.3, 0.2, 0.0], [-0.1, -0.3, 0.2], [0.1, -0.3, -0.3], [-0.4, 0.2, 0.6], [0.2, -0.2, 0.1], [-0.2, -0.2, 0.2], [-0.3, -0.2, -0.3], [0.1, 0.2, 0.0], [-0.1, 0.0, -0.1], [0.1, 0.0, -0.1], [-0.3, 0.1, 0.1], [0.1, 0.4, 0.2]]
}

=====

Record 3
{
  "formula": "C26H34BCl2N5O8",
  "method": "wB97M-V/def2-TZVPD",
  "total_charge": 0,
  "homo_lumo_gap_ev": 7.55,
  "homo_ev": -8.97,
  "e_lumo_ev": -1.41,
  "symbols": ["C", "O", "B", "O", "C", "C", "C", "O", "C", "C", "C", "C", "C", "C", "C", "O", "C", "C", "O", "C", "C", "C", "N", "N", "N", "C", "N", "C", "O", "C", "C", "Cl", "C", "C", "Cl", "C", "O", "H", "H", "H", "H", "H", "H", "H", "H", "H", "H", "H", "H", "H", "H", "H", "H", "H", "H", "H", "H", "H", "H", "H", "H", "H", "H", "H", "C", "O", "N", "C", "C", "H", "H", "H", "H", "H", "H", "H"],
  "xyz": [[2.342389, -3.509340, 4.533234], [1.538806, -2.315661, 4.740564], [2.365070, -1.108519, 4.636332], [3.533501, -1.066293, 5.481338], [1.911883, 0.095264, 3.610581], [0.847489, 1.030366, 3.910161], [0.434087, 2.159706, 2.813147], [0.091291, 3.327646, 3.144672], [0.555619, 1.654584, 1.272164], [1.741885, 0.639795, 0.942601], [1.903615, 0.069642, -0.508677], [3.074300, -0.948093, -0.906507], [2.633382, -2.495043, -0.990820], [3.721337, -3.274418, -1.930580], [5.233647, -2.753901, -1.760129], [5.577327, -1.828905, -2.835026], [6.370959, -0.729892, -2.368898], [7.990882, -0.663886, -2.552534], [5.856993, 0.300412, -1.808443], [0.867271, 0.515028, -1.632998], [0.921120, -0.056349, -3.149924], [-0.257498, -1.142318, -3.444717], [-1.296834, -0.560717, -4.374428], [0.405330, -2.303663, -4.166729], [-0.991114, -1.611156, -2.237675], [-0.302634, 1.557715, -1.350714], [-1.200315, 1.957738, -2.456609], [-2.442011, 1.643020, -2.222363], [-3.539058, 1.080115, -1.969401], [-0.417456, 2.103793, 0.133507], [-1.567429, 3.164703, 0.529581], [-1.094913, 4.941085, 0.272716], [-2.862847, 2.819884, 1.012665], [-3.299879, 1.292688, 1.241341], [-4.002439, 4.239241, 1.366079], [2.698772, 0.231711, 2.191279], [3.949942, 0.067971, 2.106199], [1.884928, -4.178936, 3.698870], [3.432791, -3.305175, 4.231598], [2.392138, -4.196235, 5.472198], [3.962251, -0.189980, 5.278522], [0.274170, 0.962168, 4.896590], [3.430294, -0.653844, -1.974448], [3.988019, -0.818124, -0.229419], [1.613348, -2.662390, -1.492156], [2.611986, -3.038029, 0.019373], [3.625840, -4.394834, -1.640014], [3.399154, -3.225411, -3.043703], [5.468824, -2.336575, -0.699537], [5.928557, -3.678147, -1.878734], [8.373901, 0.313984, -2.056703], [8.528274, -1.543831, -2.052032], [8.219808, -0.549271, -3.676464], [1.956247, -0.443660, -3.449130], [0.705253, 0.849767, -3.846150], [-2.172481, -1.067824, -4.129797], [-1.070111, -0.880954, -5.341846], [1.182554, -2.655659, -3.565110], [0.884271, -1.835461, -4.969968], [-0.363404, -1.950749, -1.492503], [-1.556021, -0.866948, -1.799004], [-4.139998, 1.067685, 0.482891], [-2.445052, 0.541406, 1.030697], [-3.654027, 1.137363, 2.333181], [-6.917023, 2.011436, 1.630844], [-6.579865, 1.111829, 2.379909], [-8.172570, 2.543169, 1.548626], [-8.496858, 3.615086, 0.629718], [-9.214354, 2.017574, 2.408907], [-6.202876, 2.480970, 0.936055], [-8.855477, 4.476588, 1.199458], [-9.282226, 3.275602, -0.051035], [-7.622012, 3.910547, 0.047468], [-8.914609, 2.145136, 3.452242], [-9.339071, 0.950360, 2.208325], [-10.157041, 2.537414, 2.231293]],
  "atomic_forces_ev_per_a": [[0.5, -2.1, 0.0], [2.6, 1.6, -1.0], [0.0, -1.5, 1.4], [-1.8, 1.6, -2.5], [-2.1, 2.4, -0.2], [2.2, -1.7, -1.8], [-0.3, 1.8, 0.4], [1.2, -4.8, -1.3], [0.8, -1.4, -2.8], [-2.1, 0.8, -1.8], [-2.2, 2.0, 0.8], [-0.6, 0.4, -0.6], [0.8, -0.3, -0.7], [-0.7, -0.2, 0.4], [0.1, -2.0, 0.6], [1.5, 1.6, 1.6], [-0.5, 4.1, 2.1], [-0.6, 0.4, -0.2], [1.7, -5.1, -2.7], [-0.5, 1.4, 1.7], [-0.4, 1.7, 0.6], [0.3, 0.0, -0.3], [0.4, -1.3, 0.4], [0.3, 1.0, 0.6], [0.6, 0.1, -0.3], [3.2, -1.5, 3.5], [-4.0, -1.4, 2.5], [-0.9, -3.1, 1.3], [6.3, 4.0, -2.0], [1.0, -0.8, 0.2], [-1.5, -0.8, 0.3], [-0.5, -2.4, 0.2], [3.1, 0.3, -1.0], [-0.4, 0.7, 0.0], [1.3, -2.3, -0.3], [1.3, 0.2, -0.3], [-4.8, 0.3, 0.3], [0.5, 1.4, 1.3], [-1.6, 0.0, 0.5], [-0.2, 1.5, -1.4], [-0.3, -1.3, 0.4], [0.9, 0.4, -1.6], [-0.6, -0.4, 2.0], [-1.6, -0.1, -0.9], [1.4, 0.5, 0.9], [0.0, 1.1, -1.3], [0.5, 1.8, -0.5], [0.8, 0.2, 1.8], [-0.7, -0.4, -1.9], [-1.1, 1.5, 0.1], [-1.0, -1.8, -0.7], [-0.9, 1.1, -1.1], [-0.3, -0.6, 1.7], [-1.5, 0.4, 0.8], [0.4, -1.5, 1.2], [0.8, 0.4, -0.3], [-0.2, 0.4, 1.1], [-0.8, 0.3, -0.6], [-0.4, -0.7, 0.8], [-0.3, 0.3, -0.7], [0.5, -0.4, -0.6], [1.2, 0.3, 1.5], [-1.2, 1.6, 0.3], [0.4, 0.3, -2.0], [-0.4, 0.1, 0.0], [-0.3, 0.2, -0.1], [0.8, -0.2, -0.1], [-0.1, -0.2, 0.2], [0.2, -0.2, 0.1], [-0.1, 0.1, 0.0], [0.0, 0.1, -0.2], [0.0, 0.2, -0.1], [0.0, -0.1, 0.1], [-0.2, -0.1, 0.0], [-0.1, 0.1, 0.2], [0.2, 0.0, 0.0]]
}